# 1
Formula: CH3N3S
Source: the Open Molecules 2025 dataset
Level of theory: ωB97M-V/def2-TZVPD

Properties
Energy relative to the best compared isomer or geometry (same formula, charge and spin): 122.48 kJ/mol
HOMO energy (alpha / beta): -0.3190 / -0.3204 Eh
Gap between HOMO and LUMO (alpha / beta): 6.96 / 7.18 eV

Element x y z (Å)
C 0.32 2.12 1.40
N -0.76 2.16 1.03
N -0.23 -0.27 0.00
N 0.90 -0.69 0.50
S 1.77 1.54 1.83
H -0.10 0.27 -0.91
H -1.08 -0.10 0.48
H 1.58 -0.73 -0.24


# 2
Formula: C32H25Br2F5N5OSTi
Source: the Open Molecules 2025 dataset
Level of theory: ωB97M-V/def2-TZVPD

Properties
Energy relative to the best compared isomer or geometry (same formula, charge and spin): 164.83 kJ/mol
HOMO energy: -0.3905 Eh
Total charge: +1
Gap between HOMO and LUMO: 6.58 eV

Element x y z (Å)
Ti -0.16 -0.48 -0.16
F 2.21 -6.26 -3.39
C 1.63 -5.08 -3.19
C 1.42 -4.60 -1.90
F 1.81 -5.29 -0.84
C 0.82 -3.36 -1.74
F 0.59 -2.87 -0.48
C 0.45 -2.54 -2.81
S -0.19 -0.96 -2.55
C 0.66 -3.06 -4.10
F 0.33 -2.32 -5.16
C 1.22 -4.31 -4.29
F 1.39 -4.79 -5.52
Br 5.44 -2.60 -3.92
C 4.35 -1.94 -2.51
C 4.21 -2.67 -1.34
C 3.39 -2.21 -0.33
C 2.65 -1.03 -0.51
C 2.82 -0.30 -1.69
C 3.67 -0.74 -2.68
N 1.67 -0.55 0.35
C 1.34 -1.12 1.54
C 0.26 -0.61 2.23
C -0.32 -1.21 3.39
C -1.51 -0.78 3.87
C -2.21 0.26 3.18
C -1.63 0.91 2.16
N -0.31 0.62 1.72
H 4.75 -3.60 -1.22
H 3.30 -2.80 0.57
H 2.25 0.61 -1.85
H 3.81 -0.18 -3.58
H 1.89 -1.98 1.93
H 0.21 -2.03 3.86
H -1.95 -1.22 4.75
H -3.21 0.52 3.49
H -2.09 1.75 1.65
C 0.55 1.79 2.02
H 0.14 2.68 1.55
H 1.58 1.62 1.69
H 0.56 1.96 3.10
Br -2.14 -1.76 0.29
C -2.31 -1.48 -8.71
C -2.90 -0.51 -7.73
C -2.15 0.00 -6.68
C -2.68 0.96 -5.84
C -3.98 1.41 -6.01
N -4.53 2.46 -5.23
C -4.08 2.96 -4.06
O -4.24 4.08 -3.67
N -3.43 1.98 -3.25
C -2.32 2.21 -2.50
C -1.48 3.33 -2.68
C -0.29 3.38 -1.99
C 0.06 2.34 -1.15
N -0.75 1.30 -0.92
C -1.92 1.25 -1.56
C -4.74 0.89 -7.05
C -4.20 -0.05 -7.90
H -1.39 -1.91 -8.33
H -2.10 -0.97 -9.65
H -3.01 -2.29 -8.93
H -1.13 -0.33 -6.53
H -2.04 1.37 -5.07
H -5.19 3.06 -5.71
H -3.81 1.05 -3.25
H -1.76 4.11 -3.37
H 0.39 4.21 -2.13
H 1.02 2.34 -0.64
H -2.57 0.40 -1.37
H -5.75 1.24 -7.20
H -4.80 -0.43 -8.72